A single C2H3NO2S2 molecule at a distorted geometry, computed with ωB97M-V/def2-TZVPD.

ORCA input file:
```
! RIJCOSX wB97M-V def2-TZVPD def2/J DEFGRID3
* xyz 0 1
C -0.840 -0.461 0.193
C 0.336 0.206 0.184
N 1.516 -0.609 0.113
O 1.462 -1.824 0.276
O 2.537 -0.020 -0.167
S -2.287 0.499 0.051
S 0.688 1.868 0.190
H -0.680 -1.484 0.308
H -3.218 -0.458 -0.024
H 0.488 2.283 -1.125
*
```

Results
LUMO level	-0.7	eV
gap between HOMO and LUMO	8.830	eV
electronic energy	-1079.47842	Eh
maximum force	0.05592	hartree/bohr
relative energy (zero: lowest compared OMol25 entry of this formula, charge and spin)	89.3	kcal per mole